[1]
DFT (the ωB97M-V functional and the def2-TZVPD basis) results for a 3-piece molecular cluster, C17H34BF3NO6PS3 overall.

```
! RIJCOSX wB97M-V def2-TZVPD def2/J DEFGRID3
* xyz 0 1
C 5.68 3.37 -1.82
C 4.53 3.70 -2.87
S 3.31 4.93 -2.17
C 1.64 4.39 -2.84
P 0.72 3.39 -1.45
C 0.66 1.82 -2.49
C -0.40 0.74 -2.01
C -0.74 -0.34 -3.11
F -0.05 -1.53 -2.95
F -2.11 -0.66 -2.97
F -0.61 0.12 -4.41
N -0.05 2.59 0.01
C 0.79 2.33 0.88
O 1.71 1.90 1.44
B -0.77 4.61 -1.68
O -0.69 5.98 -1.29
C -2.13 4.04 -2.38
C -3.41 4.16 -1.43
H 6.10 2.33 -1.93
H 6.51 4.13 -1.94
H 5.25 3.53 -0.79
H 4.03 2.72 -3.12
H 4.95 4.07 -3.86
H 1.88 3.78 -3.76
H 1.10 5.35 -3.12
H 1.85 3.70 -0.60
H 1.69 1.36 -2.51
H 0.44 2.16 -3.55
H 0.07 0.17 -1.14
H -1.38 1.15 -1.66
H -1.45 6.19 -0.72
H -2.05 2.96 -2.69
H -2.38 4.61 -3.33
H -3.81 5.22 -1.52
H -3.21 3.92 -0.35
H -4.21 3.43 -1.77
C -0.90 -1.57 4.20
C 0.18 -2.65 4.10
C 1.32 -2.08 3.25
S 1.27 -0.30 3.47
O 0.93 0.31 2.20
O 2.42 0.12 4.23
C -0.17 -0.27 4.52
H -1.65 -1.81 4.95
H -1.41 -1.48 3.23
H 0.55 -2.88 5.11
H -0.21 -3.57 3.67
H 2.29 -2.46 3.57
H 1.17 -2.29 2.19
H -0.76 0.62 4.32
H 0.18 -0.26 5.56
C -2.37 -4.91 -0.02
C -1.33 -6.02 -0.24
C -0.71 -6.34 1.13
S -1.97 -5.96 2.35
O -1.50 -4.85 3.16
O -2.46 -7.18 2.93
C -3.18 -5.34 1.19
H -3.00 -4.77 -0.90
H -1.86 -3.96 0.19
H -1.82 -6.91 -0.64
H -0.56 -5.72 -0.95
H -0.45 -7.40 1.21
H 0.16 -5.72 1.33
H -3.74 -4.53 1.64
H -3.85 -6.17 0.94
*
```

Computed properties:
- Gap between HOMO and LUMO: 8.4 eV



[2]
DFT (the ωB97M-V functional and the def2-TZVPD basis) results for CH6F11KN4O22S9 as an isolated structure.

```
! RIJCOSX wB97M-V def2-TZVPD def2/J DEFGRID3
* xyz -4 1
K -0.43 0.01 -0.19
N 4.32 0.46 0.79
S 4.07 -0.14 -0.62
O 4.37 -1.54 -0.79
O 4.37 0.79 -1.71
F 2.46 -0.06 -0.59
S 5.98 0.72 0.66
O 6.39 1.83 -0.16
O 6.80 -0.45 0.75
F 6.12 1.32 2.14
N -1.05 -3.23 -2.20
S 0.36 -2.63 -2.90
O 0.41 -2.81 -4.32
O 1.63 -2.82 -2.22
F 0.13 -1.06 -2.75
S -0.79 -4.71 -2.51
O 0.17 -5.39 -1.69
O -1.12 -5.23 -3.85
F -2.16 -5.21 -1.79
N -2.89 3.03 -3.96
S -2.86 3.85 -2.53
O -1.78 3.67 -1.63
O -4.13 4.13 -1.92
F -2.49 5.20 -3.33
S -3.02 1.63 -3.40
O -4.41 1.29 -3.14
O -1.99 1.04 -2.55
F -2.64 0.82 -4.72
N 0.98 -2.20 3.66
S 0.74 -2.83 2.11
O 1.02 -1.94 1.03
O -0.30 -3.83 1.90
F 2.04 -3.82 2.17
S -0.50 -1.70 3.78
O -1.41 -2.66 4.38
O -0.92 -0.71 2.83
F -0.14 -0.77 5.05
C -0.94 2.58 4.11
F -1.60 3.69 4.52
F 0.07 2.41 4.96
F -1.69 1.48 4.23
S -0.21 2.85 2.40
O -1.33 3.16 1.52
O 0.63 4.01 2.62
O 0.62 1.70 2.02
O -2.08 -2.34 0.21
H -1.81 -2.63 -0.66
H -1.73 -3.01 0.81
O -2.91 0.99 0.25
H -2.59 1.89 0.16
H -3.60 1.04 0.92
O 0.69 2.42 -1.00
H 1.31 2.89 -1.57
H -0.17 2.79 -1.22
*
```

Computed properties:
- Gap between HOMO and LUMO: 7.4 eV



[3]
DFT (the ωB97M-V functional and the def2-TZVPD basis) results for a 10-piece molecular cluster, C31H86N4O13 overall.

```
! RIJCOSX wB97M-V def2-TZVPD def2/J DEFGRID3
* xyz 0 1
C 3.33 -2.93 -1.79
C 4.34 -2.11 -1.04
C 5.51 -3.02 -0.63
O 4.77 -0.99 -1.82
H 2.53 -2.32 -2.29
H 2.87 -3.61 -1.11
H 3.89 -3.51 -2.52
H 3.77 -1.63 -0.19
H 5.79 -3.54 -1.52
H 5.06 -3.69 0.07
H 6.36 -2.54 -0.19
H 4.72 -1.32 -2.72
C -2.86 -1.91 3.79
C -2.32 -0.49 3.97
C -1.05 -0.51 4.86
O -1.99 0.11 2.68
H -2.15 -2.59 3.32
H -3.76 -1.97 3.13
H -3.19 -2.44 4.70
H -3.06 0.22 4.34
H -0.69 0.51 5.08
H -0.30 -1.09 4.32
H -1.36 -0.96 5.84
H -1.18 -0.37 2.44
C 1.59 -0.68 -4.68
C 0.92 0.57 -5.12
C -0.56 0.37 -5.45
O 1.00 1.66 -4.22
H 1.37 -0.82 -3.65
H 2.68 -0.67 -4.79
H 1.22 -1.54 -5.24
H 1.43 0.85 -6.08
H -1.06 1.35 -5.55
H -1.07 -0.09 -4.59
H -0.65 -0.28 -6.31
H 1.85 1.63 -3.77
C 3.94 2.82 -1.80
C 2.88 3.88 -1.87
O 1.68 3.44 -1.21
O 3.62 1.72 -2.65
H 4.08 2.50 -0.77
H 4.89 3.22 -2.13
H 2.70 4.08 -2.94
H 3.21 4.84 -1.44
H 1.20 4.27 -1.00
H 3.98 0.93 -2.23
C 1.17 -0.89 1.02
C 0.77 -0.20 -0.26
O 0.20 -1.20 -1.16
O 0.05 -1.59 1.64
H 1.54 -0.19 1.79
H 2.02 -1.57 0.83
H 1.69 0.21 -0.70
H 0.09 0.65 -0.20
H -0.76 -0.98 -1.11
H -0.25 -2.21 0.96
C 1.93 2.32 2.75
C 3.36 1.86 2.98
O 3.67 0.80 2.06
O 1.58 3.03 1.60
H 1.72 2.99 3.60
H 1.25 1.47 2.92
H 3.37 1.62 4.06
H 3.99 2.77 2.79
H 4.62 0.68 2.01
H 1.96 2.66 0.79
C 1.34 -4.66 2.61
C 1.80 -4.53 1.19
C 2.98 -5.49 0.93
O 4.10 -5.09 1.72
C 5.15 -6.06 1.78
N 0.74 -5.00 0.25
H 2.22 -4.71 3.27
H 0.92 -5.69 2.78
H 0.64 -3.88 2.80
H 2.20 -3.54 0.98
H 3.33 -5.45 -0.13
H 2.64 -6.48 1.15
H 5.27 -6.44 0.78
H 4.86 -6.85 2.47
H 6.07 -5.54 2.11
H 0.93 -5.03 -0.76
H -0.14 -4.55 0.33
C -3.99 -1.62 -2.20
C -3.46 -2.08 -0.82
C -2.54 -3.28 -0.92
O -1.80 -3.50 0.38
C -2.41 -4.47 1.20
N -2.60 -0.96 -0.38
H -3.20 -1.42 -2.89
H -4.45 -0.67 -1.97
H -4.72 -2.36 -2.57
H -4.29 -2.28 -0.13
H -1.70 -3.13 -1.62
H -3.04 -4.22 -1.26
H -3.50 -4.31 1.10
H -2.11 -4.35 2.23
H -2.18 -5.45 0.76
H -3.12 -0.07 -0.28
H -2.31 -1.19 0.58
C -5.58 2.62 1.13
C -5.86 2.86 -0.37
C -4.61 3.00 -1.27
O -3.85 1.77 -1.36
C -2.78 1.85 -2.22
N -6.84 1.86 -0.83
H -6.47 2.52 1.73
H -5.02 3.44 1.50
H -5.10 1.60 1.15
H -6.30 3.85 -0.56
H -4.05 3.83 -0.92
H -4.87 3.31 -2.25
H -2.56 0.74 -2.44
H -1.87 2.36 -1.81
H -3.03 2.29 -3.19
H -6.31 0.98 -0.84
H -7.01 2.16 -1.77
C 0.00 7.21 1.31
C -0.31 5.78 0.99
C -1.84 5.43 1.13
O -2.20 4.22 0.49
C -1.78 2.99 1.13
N 0.17 5.43 -0.36
H -0.52 7.43 2.27
H -0.51 7.84 0.56
H 1.03 7.38 1.35
H 0.29 5.11 1.54
H -2.43 6.17 0.56
H -2.05 5.48 2.21
H -2.40 2.29 0.59
H -1.97 2.98 2.21
H -0.69 2.83 1.02
H -0.52 4.90 -0.94
H 0.27 6.30 -0.88
*
```

Computed properties:
- Gap between HOMO and LUMO: 9.5 eV



[4]
DFT (the ωB97M-V functional and the def2-TZVPD basis) results for C7H8 as an isolated structure.

```
! RIJCOSX wB97M-V def2-TZVPD def2/J DEFGRID3
* xyz 0 1
C 1.89 -0.03 0.17
C 0.39 -0.05 0.07
C -0.57 -1.23 -0.17
C -1.58 -0.18 -0.64
C -1.90 0.50 0.66
C -0.52 0.81 0.93
C -0.50 0.92 -0.65
H 2.27 0.98 0.39
H 2.23 -0.69 0.97
H 2.37 -0.36 -0.76
H -0.33 -2.07 -0.82
H -2.33 -0.33 -1.41
H -0.94 -1.62 0.80
H -0.17 1.53 1.66
H -0.29 1.83 -1.21
*
```

Computed properties:
- Gap between HOMO and LUMO: 8.7 eV
- Relative energy (zero: lowest compared OMol25 entry of this formula, charge and spin): 126.2 kcal per mole



[5]
DFT (the ωB97M-V functional and the def2-TZVPD basis) results for one molecule with the formula C26H37N3O8.

```
! RIJCOSX wB97M-V def2-TZVPD def2/J DEFGRID3
* xyz 0 1
C -5.35 -2.20 -1.92
H -4.93 -3.20 -1.96
H -6.01 -2.07 -2.78
H -5.93 -2.11 -1.01
C -4.24 -1.16 -1.95
C -4.82 0.25 -1.85
H -5.39 0.35 -0.92
H -4.03 0.99 -1.85
H -5.49 0.43 -2.69
C -3.39 -1.32 -3.21
H -2.61 -0.56 -3.24
H -4.01 -1.21 -4.09
H -2.92 -2.30 -3.22
O -3.46 -1.46 -0.77
C -2.40 -0.72 -0.44
O -1.95 0.21 -1.10
N -1.87 -1.14 0.72
H -2.26 -1.97 1.16
C -0.86 -0.43 1.47
C 0.20 -1.45 1.91
O -0.06 -2.64 1.97
N 1.37 -0.90 2.26
H 1.53 0.08 2.08
C 2.58 -1.70 2.36
H 2.28 -2.75 2.41
C 3.46 -1.42 1.15
C 4.79 -2.16 1.16
C 5.72 -1.57 0.09
H 6.33 -0.77 0.52
H 6.40 -2.34 -0.28
C 4.93 -0.96 -1.08
C 4.67 0.52 -0.81
O 5.50 1.23 -0.27
N 3.51 1.04 -1.27
H 2.75 0.44 -1.57
C 3.18 2.41 -0.98
C 2.80 2.60 0.49
O 2.43 1.72 1.21
O 2.90 3.87 0.86
H 2.61 3.99 1.78
H 4.07 3.02 -1.17
C 2.00 2.88 -1.85
H 2.16 2.57 -2.88
H 1.93 3.97 -1.79
C 0.72 2.28 -1.29
O 0.11 2.78 -0.38
O 0.40 1.14 -1.88
H -0.48 0.79 -1.54
C 3.68 -1.81 -1.34
C 2.72 -1.77 -0.15
H 1.92 -1.05 -0.32
H 2.24 -2.75 -0.03
H 3.18 -1.51 -2.26
H 4.03 -2.84 -1.50
H 5.57 -0.97 -1.97
H 5.26 -2.07 2.14
H 4.61 -3.22 0.97
H 3.68 -0.34 1.16
H 3.11 -1.44 3.29
H -0.43 0.32 0.81
C -1.50 0.27 2.69
C -2.72 1.03 2.24
C -2.60 2.19 1.49
C -3.72 2.84 1.01
C -4.98 2.33 1.27
C -5.12 1.17 2.02
C -3.99 0.52 2.49
H -4.10 -0.39 3.07
H -6.10 0.77 2.22
H -5.86 2.84 0.89
H -3.61 3.74 0.43
H -1.62 2.58 1.26
H -0.76 0.95 3.12
H -1.77 -0.48 3.43
*
```

Computed properties:
- Gap between HOMO and LUMO: 9.7 eV



[6]
DFT (the ωB97M-V functional and the def2-TZVPD basis) results for one molecule with the formula C3H5BrFN.

```
! RIJCOSX wB97M-V def2-TZVPD def2/J DEFGRID3
* xyz 0 1
C 0.15 -0.58 0.87
C -0.10 0.58 0.26
C -0.53 0.43 -1.17
N -1.23 -0.81 -1.36
F -1.45 1.47 -1.64
Br -1.81 -1.24 -3.04
H 0.21 -0.48 1.91
H 0.13 -1.43 0.12
H -0.31 1.47 0.73
H 0.35 0.60 -1.84
H -2.07 -0.94 -0.70
*
```

Computed properties:
- Gap between HOMO and LUMO: 10.0 eV
- Relative energy (zero: lowest compared OMol25 entry of this formula, charge and spin): 18.3 kcal per mole



[7]
DFT (the ωB97M-V functional and the def2-TZVPD basis) results for C23H23B2ClF7N4O10STi as an isolated structure.

```
! RIJCOSX wB97M-V def2-TZVPD def2/J DEFGRID3
* xyz -1 3
Ti -0.67 0.76 0.16
C 2.09 2.37 2.30
C 1.55 1.10 1.74
N 1.61 0.81 0.33
O 2.05 1.87 -0.48
B 1.35 2.31 -1.77
F 0.71 3.53 -1.52
F 2.34 2.45 -2.71
O 0.34 1.35 -2.42
N -0.84 1.24 -1.76
C -1.88 0.76 -2.31
C -2.03 0.62 -3.78
C -2.96 0.32 -1.29
N -2.58 0.35 -0.08
O -3.35 -0.14 0.90
B -2.65 -0.15 2.30
F -2.31 1.17 2.60
F -3.57 -0.70 3.13
O -1.37 -0.96 2.42
N -0.29 -0.34 1.81
C 0.60 0.33 2.51
C 0.52 0.40 4.00
C -4.32 -0.16 -1.65
H 2.69 2.89 1.56
H 2.69 2.17 3.19
H 1.27 3.04 2.58
H -1.08 0.86 -4.25
H -2.79 1.32 -4.13
H -2.32 -0.39 -4.06
H -0.02 -0.46 4.38
H -0.04 1.30 4.28
H 1.52 0.46 4.44
H -4.49 -0.15 -2.72
H -5.05 0.48 -1.15
H -4.44 -1.17 -1.26
O -2.01 4.04 -1.59
C -2.96 3.93 -0.63
C -4.28 4.06 -1.06
C -5.32 4.01 -0.16
C -5.07 3.85 1.20
C -3.76 3.72 1.63
C -2.70 3.73 0.73
C -1.33 3.51 1.29
O -0.91 4.13 2.23
O -0.66 2.51 0.74
H -1.10 3.86 -1.27
H -4.45 4.21 -2.12
H -6.34 4.11 -0.51
H -5.88 3.81 1.92
H -3.53 3.57 2.68
F -0.49 -4.52 -2.10
C -0.26 -3.20 -2.12
F 1.02 -3.01 -2.46
F -1.02 -2.66 -3.08
S -0.63 -2.47 -0.49
O 0.28 -3.11 0.41
O -2.05 -2.66 -0.33
O -0.26 -1.05 -0.81
Cl 8.33 -0.74 0.32
C 6.59 -0.62 0.23
C 5.96 0.55 0.64
C 4.58 0.64 0.56
C 3.82 -0.42 0.09
C 2.32 -0.43 -0.03
C 4.48 -1.58 -0.31
C 5.86 -1.69 -0.24
H 6.55 1.38 1.00
H 4.10 1.56 0.85
H 2.04 -0.66 -1.05
H 1.90 -1.22 0.60
H 3.90 -2.42 -0.68
H 6.36 -2.60 -0.56
*
```

Computed properties:
- Gap between HOMO and LUMO (spin up / spin down): 7.2 / 7.7 eV
- Relative energy (zero: lowest compared OMol25 entry of this formula, charge and spin): 30.0 kcal per mole



[8]
DFT (the ωB97M-V functional and the def2-TZVPD basis) results for a 2-piece molecular cluster, C5H14N2O overall.

```
! RIJCOSX wB97M-V def2-TZVPD def2/J DEFGRID3
* xyz 0 1
N 0.96 -1.34 0.98
C -1.00 -0.44 2.12
C 0.51 -0.59 2.15
H 1.98 -1.45 0.99
H 0.58 -2.29 1.01
H -1.31 0.06 1.19
H -1.35 0.16 2.97
H -1.48 -1.43 2.16
H 0.98 0.41 2.10
H 0.81 -1.05 3.11
O -0.50 1.94 -2.65
C -0.02 1.37 -1.68
N -0.12 0.02 -1.52
C 0.72 2.09 -0.57
C -0.81 -0.80 -2.51
H 0.29 -0.42 -0.69
H 1.75 1.72 -0.48
H 0.74 3.17 -0.80
H 0.21 1.95 0.40
H -0.77 -1.85 -2.18
H -0.32 -0.72 -3.49
H -1.86 -0.49 -2.61
*
```

Computed properties:
- Gap between HOMO and LUMO: 9.9 eV
- Relative energy (zero: lowest compared OMol25 entry of this formula, charge and spin): 16.3 kcal per mole



[9]
DFT (the ωB97M-V functional and the def2-TZVPD basis) results for C7H12F8N2O5PS3 as an isolated structure.

```
! RIJCOSX wB97M-V def2-TZVPD def2/J DEFGRID3
* xyz -1 1
C 4.14 -1.25 -1.26
C 3.95 -0.41 -2.54
N 2.55 -0.04 -2.78
S 1.96 1.25 -1.87
O 2.77 2.41 -2.13
O 1.89 0.77 -0.52
N 0.55 1.46 -2.57
S -0.65 0.49 -2.37
O -1.29 0.61 -1.08
O -1.49 0.54 -3.55
P -0.12 -1.65 -2.40
S 0.49 -2.53 -0.78
H 3.21 -1.29 -0.70
H 4.90 -0.81 -0.61
H 4.45 -2.27 -1.50
H 4.59 0.48 -2.52
H 4.26 -1.00 -3.41
H 2.37 0.18 -3.75
H 0.68 -1.84 -3.53
H -1.39 -2.07 -2.84
C -1.22 1.29 1.70
C -0.45 0.39 2.67
C -0.49 -1.11 2.38
F -1.75 -1.59 2.51
F 0.28 -1.76 3.29
F -0.80 0.64 3.95
F 0.86 0.74 2.52
O -2.51 1.72 2.13
C -3.65 1.03 1.87
C -4.37 0.64 3.17
F -3.60 -0.14 3.95
F -5.49 -0.07 2.85
F -3.46 -0.02 1.07
F -4.51 1.88 1.23
H -0.64 2.21 1.65
H -1.24 0.87 0.69
H -0.13 -1.28 1.37
H -4.66 1.54 3.72
*
```

Computed properties:
- Gap between HOMO and LUMO: 8.8 eV